DFT (ωB97M-V/def2-TZVPD) results for a molecular structure, C32H34Cl2F5N5O4S2Y in a non-equilibrium geometry.

```
85
Properties=species:S:1:pos:R:3:forces:R:3
Y 0.261 0.436 -0.246 -0.87 -0.78 -0.44
C -2.899 -3.053 1.127 0.12 0.21 0.10
N -2.341 -2.228 2.190 0.15 -0.24 -0.16
C -3.320 -2.008 3.239 0.16 -0.01 -0.12
C -1.650 -1.054 1.689 -0.57 0.40 0.28
O -0.929 -1.279 0.615 0.03 -0.19 -0.04
C -0.859 -0.353 2.826 -0.03 0.03 0.04
O 0.509 -0.226 2.459 -0.01 0.07 -0.24
C 1.347 -1.264 2.885 0.02 0.16 -0.06
C 2.333 -1.613 1.779 -0.01 -0.04 0.07
O 2.086 -1.369 0.611 -0.23 0.07 -0.14
N 3.489 -2.211 2.158 0.13 -0.08 -0.10
C 4.531 -2.435 1.167 -0.09 0.02 0.01
C 3.833 -2.494 3.538 -0.10 0.10 0.01
H -3.691 -2.522 0.575 -0.04 -0.05 0.01
H -2.110 -3.328 0.433 -0.04 -0.03 -0.04
H -3.324 -3.954 1.572 -0.02 -0.02 -0.02
H -4.217 -1.507 2.856 -0.05 0.03 0.03
H -3.596 -2.976 3.662 0.00 0.03 0.04
H -2.906 -1.391 4.037 -0.05 0.01 0.00
H -1.210 0.665 2.979 -0.01 0.01 0.03
H -0.942 -0.910 3.762 0.02 -0.01 -0.02
H 1.890 -0.927 3.774 -0.04 -0.06 0.05
H 0.773 -2.163 3.133 0.03 -0.05 0.00
H 4.178 -2.075 0.206 0.01 0.01 -0.01
H 5.437 -1.890 1.443 0.00 0.00 0.00
H 4.764 -3.500 1.092 0.01 0.01 0.01
H 2.975 -2.877 4.090 0.04 -0.02 0.01
H 4.608 -3.258 3.548 -0.01 -0.04 0.01
H 4.218 -1.608 4.054 0.02 -0.03 0.01
Cl 1.122 4.311 -3.911 0.08 0.07 -0.02
C -0.348 3.411 -3.722 0.10 -0.19 0.23
C -1.484 3.830 -4.415 -0.29 -0.13 -0.02
C -2.656 3.132 -4.306 0.15 0.20 -0.07
Cl -4.056 3.686 -5.188 -0.09 0.02 -0.05
C -2.739 1.971 -3.509 0.17 -0.15 0.14
C -3.894 1.174 -3.362 0.00 -0.07 0.04
C -3.838 0.033 -2.613 -0.07 0.10 -0.10
C -2.632 -0.308 -1.980 0.21 -0.07 -0.03
N -1.554 0.432 -2.059 -0.16 0.06 0.06
C -1.578 1.559 -2.811 -0.13 0.18 -0.23
C -0.337 2.298 -2.877 -0.05 0.12 -0.29
O 0.706 1.886 -2.242 -0.14 -0.41 0.56
H -1.435 4.705 -5.049 0.03 0.02 0.02
H -4.811 1.478 -3.848 -0.01 -0.01 -0.01
H -4.711 -0.590 -2.478 0.01 -0.03 -0.01
H -2.540 -1.209 -1.386 -0.06 0.02 0.07
C -2.047 3.976 2.614 -0.03 -0.07 -0.02
C -2.091 2.726 1.760 0.00 -0.04 -0.06
S -1.002 2.744 0.393 -0.02 0.24 0.05
C -2.969 1.747 2.069 -0.14 -0.17 -0.01
C -3.931 1.873 3.232 0.11 0.09 -0.13
S -3.098 0.292 1.083 0.11 -0.10 0.16
H -1.147 4.541 2.392 0.00 0.03 0.04
H -2.065 3.730 3.679 0.00 0.04 0.00
H -2.915 4.609 2.404 0.01 0.02 0.02
H -4.354 2.880 3.282 -0.02 -0.03 0.10
H -3.446 1.668 4.195 -0.02 0.00 0.02
H -4.746 1.163 3.110 -0.03 0.00 0.04
F 3.250 0.528 -1.607 0.14 -0.02 -0.14
C 3.400 1.233 -0.456 -0.34 0.07 0.36
C 2.306 1.380 0.379 1.70 1.01 0.56
C 2.590 2.081 1.543 -0.11 -0.09 -0.44
F 1.611 2.351 2.432 0.02 -0.02 0.21
C 3.844 2.573 1.873 0.01 -0.03 -0.01
F 4.066 3.222 3.032 0.01 0.05 0.04
C 4.889 2.399 0.988 -0.07 0.01 0.01
F 6.110 2.878 1.274 0.11 0.04 0.03
C 4.664 1.732 -0.201 0.02 -0.11 -0.09
F 5.682 1.569 -1.066 0.06 -0.03 -0.03
C 1.348 -1.003 -5.595 -0.02 0.04 0.09
C 1.153 -1.480 -4.195 0.00 0.03 0.13
C 0.987 -2.737 -3.646 -0.02 -0.08 -0.04
C 0.809 -2.527 -2.264 0.04 0.07 0.00
N 0.862 -1.226 -1.999 0.09 -0.03 -0.20
N 1.079 -0.617 -3.175 0.11 -0.12 -0.34
C 0.624 -3.526 -1.170 0.02 0.12 -0.01
H 1.527 -1.838 -6.269 0.00 -0.01 0.01
H 2.197 -0.319 -5.649 0.00 -0.02 -0.05
H 0.462 -0.463 -5.935 0.02 -0.01 -0.05
H 0.982 -3.679 -4.171 0.01 0.00 0.01
H 1.163 0.404 -3.165 -0.06 -0.01 0.11
H 0.056 -4.389 -1.518 -0.01 0.00 -0.01
H 0.106 -3.046 -0.340 -0.03 -0.08 0.04
H 1.595 -3.872 -0.808 -0.01 -0.04 0.00
```
Forces are in eV/Å.

- Spin multiplicity: 1
- LUMO level: 0.081 hartree
- Strongest force on any atom: 2.05 eV Å⁻¹
- Net charge: -1
- Kohn-Sham gap: 6.2 eV
- ΔE to the lowest compared entry with this formula, charge and spin: 1.370 eV

DFT (ωB97M-V/def2-TZVPD) results for a molecular structure, C32H34Cl5NO3SiTa in a non-equilibrium geometry.

```
77
Properties=species:S:1:pos:R:3:forces:R:3
Ta -1.404 0.346 0.042 2.96 1.48 0.65
Cl -4.522 6.908 -0.192 -0.13 -0.08 0.48
C -3.930 5.332 0.211 0.05 -0.26 0.18
C -3.006 4.815 -0.694 0.66 -0.03 -0.20
C -2.556 3.526 -0.479 -0.42 -0.64 1.62
Cl -1.478 2.698 -1.579 0.10 0.01 0.09
C -2.932 2.812 0.683 -0.62 -0.54 0.38
O -2.607 1.503 0.942 -0.11 0.64 -0.75
C -3.814 3.363 1.630 0.19 0.84 -1.14
Cl -4.234 2.437 3.019 -0.01 0.38 -0.19
C -4.342 4.629 1.366 0.57 0.46 -0.04
H -2.539 5.435 -1.480 -0.74 -0.46 0.37
H -4.948 5.116 2.127 -0.14 -0.11 -0.40
Cl -3.159 -3.405 2.608 0.58 0.37 0.55
C -3.389 -3.106 0.968 -0.92 0.61 -3.03
C -4.316 -3.887 0.276 -0.28 -0.37 -0.91
C -4.542 -3.802 -1.104 0.33 1.71 0.26
C -4.015 -2.673 -1.816 -0.82 -2.21 -0.47
C -3.174 -1.852 -1.182 0.11 -0.94 1.53
Cl -2.357 -0.512 -2.100 -0.26 -0.81 0.46
C -2.786 -2.097 0.158 -0.05 -0.32 0.94
N -1.800 -1.292 0.602 0.62 0.58 0.64
H -4.906 -4.618 0.797 0.17 -0.35 0.33
H -5.185 -4.546 -1.570 0.12 0.40 -0.08
H -4.114 -2.524 -2.867 -0.59 -0.23 -0.67
C 4.051 -0.167 2.397 0.76 0.16 1.11
C 2.794 -0.563 1.597 -0.05 -1.22 0.53
C 3.250 -1.572 0.474 -0.36 -0.11 1.76
C 1.781 -1.298 2.548 0.05 -0.46 -0.11
Si 1.986 0.962 1.018 -0.18 2.09 -0.52
O 0.371 0.676 0.586 -1.18 -0.51 -0.56
C 1.833 2.426 2.283 0.76 0.02 -0.89
C 2.952 3.268 2.559 0.23 -2.01 -1.80
C 2.820 4.304 3.415 0.95 2.21 0.71
C 1.580 4.727 3.866 -0.79 -0.92 0.71
C 0.445 3.974 3.544 0.63 0.83 -0.08
C 0.592 2.838 2.773 0.28 -0.88 0.16
C 2.765 1.671 -0.564 -0.14 0.59 0.44
C 2.643 3.048 -0.782 -1.12 0.18 0.36
C 3.168 3.690 -1.883 1.38 0.32 -1.18
C 4.064 2.995 -2.713 -1.41 -1.63 1.77
C 4.183 1.611 -2.482 1.38 1.44 -1.93
C 3.519 0.976 -1.517 -1.29 -1.03 2.33
H 4.581 -1.103 2.699 -0.25 0.62 -0.20
H 3.870 0.409 3.348 -0.26 -0.63 -0.86
H 4.785 0.470 1.856 -0.51 -0.52 -0.09
H 3.416 -2.518 1.075 -0.35 0.63 -1.24
H 4.214 -1.279 0.078 0.11 0.05 -0.16
H 2.511 -1.642 -0.338 0.25 -0.48 0.36
H 2.248 -2.177 3.022 0.10 0.10 -0.38
H 0.830 -1.658 2.088 0.76 0.35 -0.07
H 1.497 -0.697 3.401 -0.12 0.56 0.16
H 3.925 3.130 2.006 -1.03 -0.15 0.90
H 3.714 4.909 3.673 -0.67 -0.45 -0.16
H 1.503 5.515 4.605 0.00 0.27 -0.31
H -0.543 4.298 3.835 -0.04 -0.03 0.29
H -0.263 2.187 2.659 -0.23 0.03 -0.29
H 2.042 3.671 -0.115 0.15 -0.30 0.03
H 2.966 4.745 -2.070 0.09 -0.23 0.21
H 4.656 3.370 -3.487 0.47 1.09 -1.04
H 4.869 1.034 -3.081 0.06 -0.01 -0.33
H 3.600 -0.085 -1.390 0.24 -0.25 -0.28
C -1.726 -4.601 -4.799 1.94 0.06 0.17
C -0.720 -3.820 -3.878 0.59 0.03 -0.15
O -0.939 -3.943 -2.475 0.09 -0.60 0.11
C -0.543 -5.225 -1.951 -0.44 -0.07 0.45
C -0.557 -5.132 -0.390 -1.61 0.97 -0.64
H -1.578 -4.201 -5.829 -0.38 -0.40 0.68
H -2.748 -4.510 -4.459 -0.23 0.12 -0.03
H -1.411 -5.672 -4.792 -0.52 0.74 -0.14
H -0.746 -2.703 -4.058 0.07 -1.26 -0.07
H 0.331 -4.229 -4.051 -1.12 0.78 -0.25
H 0.475 -5.497 -2.221 0.37 0.42 -0.43
H -1.172 -6.020 -2.448 0.26 0.59 1.05
H -0.242 -4.098 -0.074 0.22 -1.10 -0.41
H 0.019 -5.919 0.090 0.12 0.11 -0.07
H -1.605 -5.182 -0.017 0.59 -0.23 -0.21
```
Forces are in eV/Å.

- Spin multiplicity: 1
- LUMO level: -0.142 hartree
- Strongest force on any atom: 3.37 eV Å⁻¹
- Net charge: +1
- Kohn-Sham gap: 7.4 eV
- ΔE to the lowest compared entry with this formula, charge and spin: 2.489 eV

DFT (ωB97M-V/def2-TZVPD) results for a molecular structure, C32H34ClSbW in a non-equilibrium geometry.

```
69
Properties=species:S:1:pos:R:3:forces:R:3
C 6.497 0.960 -1.629 1.57 -0.12 -0.56
C 6.550 0.255 -2.994 -0.29 0.02 0.15
C 7.021 2.400 -1.746 -0.40 -0.02 0.11
C 7.311 0.173 -0.590 -0.38 0.01 0.08
Cl 4.686 1.012 -1.067 1.03 -0.06 -0.35
H 8.081 2.408 -2.067 -0.55 -0.25 0.16
H 6.964 2.905 -0.774 -0.01 -0.02 -0.29
H 6.442 2.953 -2.498 0.15 -0.03 0.26
H 7.591 0.202 -3.367 -0.47 0.14 0.37
H 5.957 0.812 -3.732 0.12 -0.23 0.12
H 6.173 -0.772 -2.903 0.04 0.26 -0.13
H 8.378 0.122 -0.880 -0.61 0.16 -0.04
H 6.937 -0.858 -0.519 0.11 0.26 0.11
H 7.254 0.665 0.390 0.02 -0.22 -0.18
C -0.429 1.858 -1.564 0.56 0.43 -0.22
C 0.422 2.946 -1.165 -0.55 -0.15 -0.77
C 1.746 2.673 -1.632 -0.11 -0.71 -0.78
H 0.084 3.922 -0.794 0.18 -0.75 0.34
C 1.712 1.413 -2.350 -0.51 0.82 -0.67
C 0.360 0.921 -2.324 0.63 0.83 0.26
H -0.018 0.045 -2.856 0.19 0.18 0.45
H -1.509 1.817 -1.418 0.43 -0.13 0.08
H 2.587 3.364 -1.605 -0.15 -0.37 0.18
H 2.535 1.034 -2.951 -0.18 -0.16 0.42
C 1.470 0.044 1.932 0.15 1.19 0.77
C 0.656 1.249 1.898 0.66 0.61 1.68
C 1.540 2.350 1.516 -0.07 -0.36 1.83
H -0.413 1.338 2.125 0.48 -0.10 0.02
C 2.841 1.793 1.263 -0.15 -0.40 1.24
C 2.809 0.388 1.588 -0.33 0.92 0.07
H 3.702 -0.230 1.695 -0.45 -0.03 -0.60
H 1.171 -0.930 2.293 -0.21 0.02 -0.34
H 1.325 3.411 1.566 -0.19 -0.24 -0.25
H 3.748 2.330 1.029 -0.20 0.04 -0.19
W 1.255 1.022 -0.127 -1.34 -2.21 -3.17
C -3.910 -4.864 3.148 0.24 0.35 -0.31
C -2.515 -4.789 2.996 -0.30 0.17 -0.22
C -1.966 -3.868 2.089 -0.10 0.03 0.29
C -2.789 -2.979 1.392 0.75 -0.38 0.13
C -4.173 -3.060 1.536 -0.10 -0.01 0.29
C -4.741 -4.000 2.421 0.56 0.09 -0.30
Sb -1.819 -1.329 0.290 -1.58 0.60 0.33
C -3.195 -1.172 -1.411 0.49 0.11 0.11
C -2.774 -1.729 -2.620 -0.18 0.00 -0.28
C -3.613 -1.723 -3.743 0.00 0.18 0.39
C -4.886 -1.145 -3.652 0.25 -0.11 0.16
C -5.322 -0.596 -2.443 0.50 -0.18 0.07
C -4.465 -0.603 -1.329 -0.42 0.19 -0.05
C -2.640 0.181 1.659 0.36 -0.19 -0.49
C -3.130 1.407 1.191 -0.18 0.18 0.26
C -3.852 2.245 2.052 0.08 -0.24 0.07
C -4.053 1.869 3.387 0.16 -0.14 -0.11
C -3.490 0.687 3.876 0.27 0.02 -0.31
C -2.761 -0.144 3.012 -0.38 0.05 0.14
H -4.351 -5.599 3.821 0.14 0.22 -0.11
H -1.858 -5.434 3.588 -0.27 0.18 -0.35
H -0.890 -3.825 1.937 -0.10 -0.11 0.18
H -4.815 -2.382 0.992 -0.12 0.01 -0.03
H -5.830 -4.053 2.527 0.48 0.03 -0.07
H -1.791 -2.185 -2.686 -0.03 -0.05 -0.12
H -3.270 -2.166 -4.678 -0.12 0.13 0.26
H -5.532 -1.129 -4.526 0.09 -0.02 0.19
H -6.323 -0.170 -2.362 0.35 -0.09 0.01
H -4.817 -0.150 -0.406 0.06 -0.08 -0.04
H -2.981 1.716 0.155 -0.21 -0.17 0.22
H -4.288 3.171 1.672 0.18 -0.27 0.14
H -4.642 2.498 4.052 0.14 -0.10 -0.19
H -3.609 0.395 4.922 0.00 0.16 -0.36
H -2.347 -1.075 3.396 -0.15 0.10 -0.06
```
Forces are in eV/Å.

- Spin multiplicity: 3
- LUMO level (spin up / spin down): -0.325 / -0.302 hartree
- Strongest force on any atom: 4.09 eV Å⁻¹
- Net charge: +2
- Kohn-Sham gap (spin up / spin down): 5.1 / 5.7 eV
- ΔE to the lowest compared entry with this formula, charge and spin: 0.361 eV